75
Properties=species:S:1:pos:R:3:mulliken_charge:R:1 method="wB97M-V/def2-TZVPD" max_force_ev_per_a=10.92 gap_ev=2.0 spin_multiplicity=1 homo_ha=-0.3746 e_lumo_ev=-8.2 charge=+1 e_tot_ha=-6721.48166
C -1.913 -5.598 5.206 -0.391
C -0.870 -6.193 4.051 -0.655
C -1.156 -5.495 2.558 -0.407
N -0.573 -4.101 2.642 -0.100
C -0.528 -3.424 1.260 0.017
O -1.468 -4.158 0.400 -0.356
C -1.468 -3.665 -0.985 -0.265
O -0.137 -3.467 -1.580 -0.513
C -0.966 -1.846 1.543 -0.345
O -1.782 -1.813 2.802 0.091
C -2.536 -0.549 2.862 0.068
C -2.086 0.196 4.272 -0.420
O -2.711 -0.372 5.476 -0.279
O -2.147 -1.512 5.812 -0.305
C -4.148 -0.873 2.768 -0.584
C -4.507 -2.447 2.470 0.444
O -4.312 -3.470 3.321 -0.505
O -5.144 -2.758 1.167 -0.461
C 0.293 -0.797 1.551 0.185
Br 0.513 0.435 -0.059 -0.222
C 1.299 -0.619 2.632 -0.049
C 2.506 0.531 2.515 -0.980
Br 1.241 -1.741 4.286 -0.079
H -1.361 -4.641 5.652 0.018
H -2.907 -5.265 4.678 0.071
H -2.073 -6.444 6.007 0.319
H 0.245 -5.944 4.354 0.243
H -0.970 -7.377 3.986 0.324
H -2.345 -5.508 2.455 0.186
H -0.623 -6.206 1.785 0.255
H 0.436 -4.233 2.952 0.297
H 0.609 -3.515 0.920 0.266
H -2.187 -2.719 -1.090 0.220
H -1.998 -4.512 -1.638 0.254
H -0.072 -2.502 -1.903 0.316
H -1.715 -1.456 0.699 0.515
H -2.270 0.215 1.997 0.272
H -0.905 0.279 4.350 0.121
H -2.479 1.311 4.183 0.299
H -2.667 -2.224 5.319 0.346
H -4.625 -0.214 1.895 0.268
H -4.703 -0.541 3.762 0.371
H -6.124 -2.913 1.410 0.355
H 3.059 0.484 1.485 0.285
H 3.271 0.270 3.392 0.327
H 2.085 1.620 2.763 0.244
C 1.504 4.663 -5.992 -1.559
C 1.060 4.499 -4.508 1.625
C 1.627 5.649 -3.622 -1.341
C 3.080 5.484 -3.204 -0.501
C 3.319 4.100 -2.610 -1.106
C 2.878 2.969 -3.573 1.421
N 1.455 3.131 -4.034 0.566
O 0.618 2.791 -2.956 -0.216
C 3.856 2.940 -4.778 -1.873
C 3.123 1.591 -2.877 -1.456
C -0.494 4.724 -4.561 -1.787
H 2.062 3.805 -6.374 0.350
H 0.646 4.739 -6.675 0.458
H 2.118 5.557 -6.144 0.365
H 1.027 5.726 -2.700 0.423
H 1.511 6.612 -4.134 0.414
H 3.743 5.665 -4.055 0.310
H 3.331 6.245 -2.454 0.408
H 4.384 3.996 -2.362 0.425
H 2.780 4.022 -1.658 0.373
H 3.566 2.173 -5.504 0.420
H 4.875 2.708 -4.454 0.426
H 3.926 3.894 -5.310 0.429
H 2.598 1.499 -1.921 0.164
H 4.188 1.445 -2.659 0.424
H 2.807 0.764 -3.525 0.444
H -0.995 3.926 -5.123 0.472
H -0.730 5.675 -5.054 0.466
H -0.946 4.776 -3.564 0.393

---

69
Properties=species:S:1:pos:R:3:mulliken_charge:R:1 method="wB97M-V/def2-TZVPD" max_force_ev_per_a=0.53 gap_ev=6.9 spin_multiplicity=1 homo_ha=-0.2936 e_lumo_ev=-1.1 smiles="COCCCC1=C(Br)C(=O)C=CC1=O.CCN(CC)CC.CCN(CC)CC" e_tot_ha=-3772.01738
C -0.301 -2.220 1.620 -0.659
O -0.711 -1.767 0.346 -0.292
C -0.916 -2.792 -0.608 -0.941
C 0.396 -3.166 -1.276 -0.470
C 0.902 -2.030 -2.202 -0.106
C 2.125 -1.351 -1.658 0.112
C 3.305 -1.929 -1.429 0.674
Br 3.700 -3.707 -1.898 -0.101
C 4.434 -1.150 -0.822 0.102
O 5.592 -1.367 -1.074 -0.528
C 4.001 -0.054 0.094 -0.430
C 2.854 0.564 -0.161 -0.519
C 2.056 0.118 -1.341 0.161
O 1.452 0.896 -2.038 -0.502
H -1.113 -2.137 2.348 0.294
H 0.055 -3.254 1.601 0.380
H 0.525 -1.594 1.969 0.117
H -1.637 -2.420 -1.339 0.371
H -1.364 -3.678 -0.141 0.360
H 1.131 -3.321 -0.483 0.449
H 0.317 -4.106 -1.822 0.411
H 1.063 -2.361 -3.229 0.623
H 0.120 -1.268 -2.245 -0.490
H 4.655 0.237 0.905 0.465
H 2.493 1.405 0.418 0.503
C -1.295 1.468 4.467 -1.297
C -0.849 1.041 5.857 -0.385
N -0.010 -0.145 5.847 0.183
C 0.174 -0.738 7.160 -0.703
C 0.923 0.075 8.222 -0.982
C 1.173 -0.069 5.009 -0.388
C 2.184 1.053 5.283 -1.081
H -1.772 0.639 3.942 0.259
H -2.015 2.283 4.544 0.438
H -0.464 1.826 3.858 0.262
H -1.737 0.800 6.448 0.449
H -0.371 1.900 6.355 0.262
H 0.678 -1.700 7.026 0.349
H -0.822 -0.975 7.547 0.417
H 1.994 0.119 8.026 0.218
H 0.791 -0.391 9.200 0.405
H 0.546 1.096 8.293 0.276
H 0.842 0.017 3.971 0.006
H 1.685 -1.033 5.067 0.406
H 1.692 2.016 5.432 0.244
H 2.855 1.159 4.427 0.392
H 2.802 0.850 6.156 0.282
C -3.425 2.001 -7.309 -1.437
C -3.248 1.372 -5.936 -0.308
N -1.955 0.735 -5.764 0.137
C -1.880 -0.114 -4.590 -0.707
C -2.010 0.544 -3.212 -0.650
C -0.796 1.580 -6.008 -0.678
C -0.656 2.863 -5.178 -0.871
H -3.224 1.273 -8.096 0.337
H -4.450 2.356 -7.424 0.438
H -2.766 2.857 -7.458 0.294
H -4.008 0.595 -5.809 0.437
H -3.456 2.134 -5.168 0.262
H -0.933 -0.660 -4.630 0.255
H -2.665 -0.872 -4.686 0.375
H -1.112 1.099 -2.942 -0.029
H -2.151 -0.225 -2.448 0.219
H -2.870 1.213 -3.156 0.414
H -0.796 1.852 -7.066 0.371
H 0.094 0.962 -5.868 0.332
H -1.595 3.417 -5.126 0.252
H 0.084 3.518 -5.641 0.387
H -0.322 2.662 -4.162 0.175

---

70
Properties=species:S:1:pos:R:3:mulliken_charge:R:1 method="wB97M-V/def2-TZVPD" max_force_ev_per_a=2.07 gap_ev="4.5 / 4.8" spin_multiplicity=1 homo_ha="-0.7216 / -0.7214" e_lumo_ev="-15.1 / -14.8" charge=+4 e_tot_ha=-7108.41747
Pb -0.902 0.407 -0.330 1.074
P 2.208 1.632 1.335 1.281
P -0.456 2.469 -2.277 0.887
P 1.170 -1.428 -1.514 1.002
H -0.785 -3.034 3.047 0.301
C 0.283 -3.229 2.892 -0.586
C 1.222 -2.344 3.265 -0.759
H 0.952 -1.380 3.712 0.351
C 1.941 2.409 2.923 -1.162
C 3.029 2.749 0.198 -1.120
C 3.142 0.118 1.536 -0.782
C -1.674 2.437 -3.638 -1.122
C -0.621 4.177 -1.641 -1.309
C 1.135 2.528 -3.180 -1.236
C 1.548 -2.862 -0.439 -0.756
C 2.819 -0.998 -2.189 -1.402
C 0.375 -2.243 -2.947 -1.048
H 0.551 -4.209 2.480 0.327
H 2.289 -2.583 3.198 0.456
H 1.175 1.861 3.485 0.439
H 1.594 3.442 2.802 0.338
H 2.880 2.400 3.495 0.509
H 2.311 3.475 -0.211 0.297
H 3.482 2.193 -0.635 0.341
H 3.819 3.292 0.737 0.494
H 2.526 -0.671 1.991 -0.105
H 3.995 0.324 2.199 0.512
H 3.520 -0.241 0.570 0.307
H -2.262 3.365 -3.624 0.451
H -2.345 1.577 -3.502 0.192
H -1.152 2.347 -4.600 0.427
H -1.172 4.782 -2.374 0.443
H 0.371 4.618 -1.467 0.407
H -1.179 4.166 -0.694 0.348
H 0.969 3.005 -4.157 0.494
H 1.510 1.507 -3.341 0.285
H 1.881 3.098 -2.611 0.352
H 0.941 -3.720 -0.752 0.437
H 1.319 -2.648 0.614 -0.198
H 2.613 -3.116 -0.533 0.524
H 2.894 -1.356 -3.225 0.496
H 3.608 -1.463 -1.583 0.529
H 2.950 0.093 -2.178 0.225
H 0.044 -3.252 -2.671 0.296
H 1.093 -2.299 -3.776 0.508
H -0.506 -1.665 -3.259 0.201
C -2.752 -2.455 -1.162 0.447
C -2.287 -2.897 0.093 0.388
C -1.881 -4.219 0.259 -0.609
C -2.000 -5.135 -0.793 -0.527
C -2.546 -4.720 -2.015 -0.528
C -2.939 -3.397 -2.195 -0.602
Se -3.079 -0.618 -1.528 0.036
H 0.924 1.299 0.775 -0.735
H -2.215 -2.190 0.923 0.118
H -1.471 -4.532 1.221 0.464
H -1.680 -6.169 -0.655 0.480
H -2.666 -5.433 -2.832 0.451
H -3.364 -3.060 -3.141 0.474
Br -0.900 4.625 4.180 -0.034
C -1.850 3.157 3.410 -0.602
C -2.820 2.478 4.146 -0.114
C -3.422 1.351 3.577 -0.948
C -3.020 0.937 2.306 -0.053
N -2.077 1.597 1.605 -0.041
C -1.528 2.727 2.120 -0.077
H -3.081 2.827 5.138 0.510
H -4.184 0.781 4.100 0.458
H -3.464 0.057 1.827 0.484
H -0.801 3.261 1.507 0.611

---

76
Properties=species:S:1:pos:R:3:lowdin_spin:R:1 method="wB97M-V/def2-TZVPD" max_force_ev_per_a=1.70 gap_ev="1.5 / 10.2" s_squared=0.7503 spin_multiplicity=2 homo_ha="0.0164 / -0.3047" e_lumo_ev="2.0 / 1.9" charge=-1 e_tot_ha=-5629.01739
C 0.932 -4.615 3.098 0.004
C 0.598 -4.627 4.606 0.002
C -0.069 -3.357 5.118 0.003
C -1.300 -3.019 4.410 0.003
N -2.287 -2.750 3.892 0.002
H 1.561 -5.437 2.757 0.001
H 1.469 -3.699 2.854 0.001
H 0.042 -4.631 2.469 0.001
H 1.551 -4.800 5.106 0.000
H -0.080 -5.457 4.809 0.000
H 0.521 -2.441 5.103 0.002
H -0.302 -3.548 6.165 0.001
C 2.728 3.330 -4.141 0.012
C 1.208 3.489 -3.774 0.015
C 0.355 4.252 -4.850 0.035
C 0.469 3.671 -6.220 0.016
N 0.541 3.270 -7.287 0.003
H 2.806 2.720 -5.041 0.000
H 3.297 2.876 -3.330 0.003
H 3.142 4.291 -4.448 0.003
H 0.958 3.883 -2.789 0.009
H 0.771 2.492 -3.814 0.004
H 0.498 5.330 -4.928 0.015
H -0.668 3.994 -4.574 0.008
C -0.246 -0.633 1.633 0.008
C 0.319 -1.590 0.584 0.004
C -0.021 -1.174 -0.856 0.009
C 0.679 0.062 -1.293 0.013
N 1.238 0.995 -1.659 0.004
H 0.128 0.387 1.546 0.001
H -0.058 -1.027 2.632 0.001
H -1.334 -0.568 1.605 0.003
H -0.081 -2.598 0.696 0.001
H 1.400 -1.663 0.697 0.001
H -1.110 -1.113 -0.847 0.006
H 0.338 -1.965 -1.513 0.001
Cl -1.886 2.319 0.594 0.133
C -2.820 3.310 -0.547 0.079
C -2.081 3.445 -1.882 0.081
Cl -2.165 1.940 -2.792 0.092
H -3.102 4.295 -0.176 0.050
H -3.810 2.878 -0.695 0.030
H -1.015 3.635 -1.759 0.012
H -2.583 4.243 -2.428 0.045
Cl -4.615 0.949 4.875 0.026
C -3.167 0.931 3.834 0.015
C -1.855 1.370 4.557 0.011
Cl -1.428 0.096 5.691 0.005
H -3.432 1.668 3.075 0.008
H -3.120 -0.076 3.420 0.003
H -1.961 2.333 5.055 0.005
H -0.994 1.572 3.919 0.001
Cl 3.324 -2.087 -2.226 0.004
C 4.120 -0.732 -3.118 0.005
C 3.851 -0.736 -4.643 0.004
Cl 4.708 -2.091 -5.430 0.001
H 5.174 -0.728 -2.841 0.001
H 3.727 0.231 -2.791 0.001
H 4.253 0.211 -5.003 0.001
H 2.808 -0.867 -4.933 0.003
Cl 2.142 5.130 1.188 0.062
C 2.044 3.520 0.412 0.024
C 2.461 2.353 1.333 0.015
Cl 1.615 2.169 2.897 0.015
H 2.697 3.615 -0.456 0.005
H 0.989 3.389 0.170 0.005
H 3.525 2.467 1.544 0.003
H 2.419 1.415 0.780 0.002
Cl -3.496 -6.584 -0.052 0.002
C -4.284 -5.003 -0.202 0.009
C -3.364 -3.907 0.272 0.013
Cl -1.938 -3.874 -0.740 0.014
H -5.203 -5.061 0.381 0.002
H -4.523 -4.897 -1.260 0.002
H -3.111 -4.219 1.285 0.001
H -3.894 -2.954 0.276 0.015

---

76
Properties=species:S:1:pos:R:3:mulliken_charge:R:1 method="wB97M-V/def2-TZVPD" max_force_ev_per_a=8.08 gap_ev=6.4 spin_multiplicity=1 homo_ha=-0.4029 e_lumo_ev=-4.5 charge=+1 e_above_lowest_kcal_mol=173.0 e_tot_ha=-2247.10267
C 4.756 -1.924 2.850 -1.134
C 3.459 -1.043 2.364 0.752
C 3.818 0.402 1.679 -0.985
I 5.445 1.266 2.938 0.062
N 2.648 1.344 1.508 0.195
C 2.123 2.051 2.751 -0.308
N 2.556 3.268 3.250 -0.166
N 1.025 1.113 3.200 0.495
P -0.035 1.628 4.535 -0.344
C -1.118 3.138 4.099 -0.451
C -1.280 3.443 2.497 -0.703
C -1.048 0.137 5.165 -0.466
C 0.051 -1.105 5.385 -0.694
C 0.363 0.323 2.053 0.365
C 1.386 0.785 0.854 0.022
C 1.505 -0.094 -0.522 -0.295
C 0.887 -1.608 -0.448 0.098
O 1.770 -2.638 -0.577 -0.603
N -0.566 -1.995 -0.306 0.095
C -0.877 -2.668 1.012 -0.623
C -1.519 -0.871 -0.640 -0.163
H 4.410 -3.066 2.818 0.342
H 5.695 -1.736 2.177 0.310
H 4.942 -1.657 3.982 0.326
H 2.757 -0.877 3.286 -0.031
H 2.869 -1.697 1.593 -0.176
H 4.320 0.256 0.608 0.533
H 2.876 3.432 4.232 0.310
H 2.531 4.100 2.594 0.288
H -0.692 4.126 4.617 0.322
H -2.186 2.974 4.604 0.387
H -0.282 3.860 2.019 0.130
H -1.748 2.543 1.907 0.161
H -2.066 4.334 2.404 0.366
H -1.591 0.387 6.182 0.389
H -1.815 -0.176 4.340 0.294
H 1.120 -0.655 5.665 0.240
H 0.202 -1.675 4.371 0.075
H -0.325 -1.843 6.219 0.352
H 0.680 -0.769 2.334 -0.133
H -0.769 0.593 1.932 -0.037
H 0.872 1.789 0.463 0.088
H 2.646 -0.187 -0.800 0.214
H 0.990 0.482 -1.415 0.114
H -1.748 -3.457 0.803 0.292
H 0.075 -3.265 1.338 0.281
H -1.242 -1.951 1.864 0.159
H -1.933 -0.352 0.349 0.096
H -1.129 -0.107 -1.438 0.228
H -2.478 -1.386 -1.130 0.086
C 3.274 0.297 -4.816 -1.386
C 1.980 0.960 -5.242 0.464
C 2.182 2.160 -6.117 -0.508
O 1.024 2.931 -5.852 -0.329
C 0.624 2.606 -4.586 0.565
O -0.219 3.214 -3.951 -0.551
O 1.300 1.509 -4.123 -0.189
H 3.061 -0.602 -4.227 0.324
H 3.876 0.008 -5.683 0.388
H 3.867 0.957 -4.174 0.341
H 1.316 0.226 -5.714 0.226
H 2.236 1.895 -7.177 0.338
H 3.064 2.753 -5.851 0.314
C -6.462 -2.267 -4.661 -1.439
C -5.572 -1.703 -3.573 0.499
C -4.244 -2.389 -3.471 -0.527
O -3.900 -2.190 -2.112 -0.406
C -5.078 -2.067 -1.429 0.607
O -5.177 -2.082 -0.215 -0.556
O -6.133 -1.930 -2.290 -0.326
H -7.392 -1.692 -4.724 0.355
H -5.968 -2.235 -5.637 0.371
H -6.750 -3.302 -4.442 0.365
H -5.454 -0.621 -3.705 0.251
H -3.494 -1.942 -4.129 0.362
H -4.291 -3.467 -3.663 0.290

---

75
Properties=species:S:1:pos:R:3:mulliken_charge:R:1 method="wB97M-V/def2-TZVPD" max_force_ev_per_a=10.16 gap_ev=4.6 spin_multiplicity=1 homo_ha=-0.1080 e_lumo_ev=1.6 charge=-1 e_tot_ha=-2092.63945
C 2.583 -4.788 -2.793 -0.938
P 2.355 -2.919 -2.473 0.113
C 3.759 -1.858 -3.214 -0.766
P 0.368 -2.198 -3.004 0.399
H 3.293 -5.248 -1.961 0.240
H 1.524 -5.319 -2.667 0.206
H 2.958 -5.072 -3.865 0.306
H 4.331 -1.362 -2.292 0.063
H 4.566 -2.526 -3.765 0.293
H 3.402 -0.956 -3.882 0.241
H 0.700 -0.812 -2.772 -0.308
H -0.022 -2.405 -1.605 -0.427
H -0.028 -3.572 -3.237 -0.040
H 0.681 -2.106 -4.435 -0.314
H -0.991 -1.779 -3.282 -0.032
C 4.210 0.415 0.830 -0.660
C 3.347 0.893 -0.326 0.415
N 2.631 1.290 -1.285 -0.486
H 3.683 0.567 1.776 0.172
H 4.434 -0.649 0.714 0.277
H 5.148 0.976 0.852 0.275
C 0.622 3.688 1.406 -0.273
C 1.443 2.892 2.407 0.376
N 2.124 2.231 3.238 -0.536
H -0.442 3.483 1.549 -0.110
H 0.800 4.758 1.546 0.272
H 0.905 3.410 0.387 0.246
C -2.758 4.880 4.026 -0.649
C -2.566 4.203 2.678 0.579
N -2.407 3.641 1.561 -0.670
H -3.763 4.675 4.406 0.056
H -2.023 4.502 4.741 0.330
H -2.631 5.961 3.921 0.339
C -5.353 6.743 1.411 -0.726
C -5.669 6.696 2.897 0.391
N -5.931 6.658 4.129 -0.465
H -6.263 6.955 0.842 0.311
H -4.617 7.527 1.211 0.258
H -4.946 5.782 1.086 0.233
C -1.151 1.117 -4.431 -0.631
C -0.897 0.375 -5.734 0.429
N -0.686 -0.240 -6.814 -0.517
H -1.594 0.439 -3.697 0.189
H -0.210 1.506 -4.034 0.198
H -1.837 1.951 -4.605 0.323
C -4.829 1.759 5.754 -0.716
C -4.353 2.959 6.557 0.386
N -3.957 3.955 7.222 -0.479
H -5.427 1.100 6.389 0.323
H -5.441 2.093 4.912 0.258
H -3.970 1.202 5.372 0.256
C 0.396 -3.051 -8.294 -0.416
C 1.374 -4.198 -8.094 0.291
N 2.184 -5.150 -7.928 -0.469
H -0.629 -3.430 -8.287 0.251
H 0.512 -2.319 -7.491 0.068
H 0.588 -2.561 -9.253 0.274
C 1.794 -8.716 -1.106 -0.719
C 2.204 -7.476 -0.329 0.374
N 2.544 -6.447 0.316 -0.431
H 0.725 -8.901 -0.976 0.251
H 2.004 -8.575 -2.170 0.256
H 2.353 -9.584 -0.745 0.289
C -1.734 -1.926 0.718 -0.526
C -2.389 -0.902 1.630 0.349
N -2.933 -0.052 2.386 -0.488
H -2.407 -2.775 0.566 0.275
H -1.508 -1.473 -0.251 0.065
H -0.805 -2.286 1.169 0.289
C 3.151 2.335 6.400 -0.504
C 3.972 1.539 7.401 0.274
N 4.653 0.878 8.232 -0.428
H 2.087 2.129 6.543 0.246
H 3.329 3.405 6.539 0.262
H 3.434 2.057 5.381 0.158